ORCA calculation (the ωB97M-V functional and the def2-TZVPD basis) on 2 unconnected molecules or ions with the total composition C6H10O.

The value obtained for the LUMO energy (spin up / spin down) is -0.490 / -0.487 eV. The gap between HOMO and LUMO (spin up / spin down) comes out at 0.297 / 0.299 hartree. As for the relative energy (zero: lowest compared OMol25 entry of this formula, charge and spin): 585.8 kJ/mol. The HOMO energy (spin up / spin down) is -8.6 / -8.6 eV.

Structure (ORCA input):
```
! wB97M-V def2-TZVPD RIJCOSX def2/J DEFGRID3
* xyz 0 1
C -1.0342 2.3066 0.1944
C -0.1253 2.1861 1.1604
C 0.1399 0.4329 -1.4990
C -0.2808 -0.9756 -1.1465
C 0.7817 -1.9635 -0.6305
C 0.3070 -1.5136 0.7576
O -0.8118 -0.7964 0.1957
H -1.8587 1.6049 0.1069
H -0.9967 3.1136 -0.5320
H 0.6950 2.8926 1.2680
H -0.1757 1.3762 1.8849
H 1.0719 0.6048 -0.9184
H -1.0419 -1.3856 -1.8191
H 0.5527 -3.0082 -0.8539
H 1.8188 -1.7459 -0.8984
H -0.0328 -2.2933 1.4463
H 0.9909 -0.8358 1.2833
*
```



ORCA calculation (the ωB97M-V functional and the def2-TZVPD basis) on a molecular structure, C10H21INO2P2SeZr in a non-equilibrium geometry.

The value obtained for the LUMO energy (spin up / spin down) is -12.157 / -12.157 eV. The gap between HOMO and LUMO (spin up / spin down) comes out at 0.196 / 0.196 hartree. The HOMO energy (spin up / spin down) is -17.5 / -17.5 eV.

Structure (ORCA input):
```
! wB97M-V def2-TZVPD RIJCOSX def2/J DEFGRID3
* xyz 3 1
C 3.5682 -5.0416 -2.6763
C 3.0466 -4.6505 -1.3920
H 4.1288 -6.0035 -2.6435
H 4.2615 -4.2370 -2.9994
H 2.6976 -5.1598 -3.3550
O 2.8744 -4.8049 -0.2443
I 1.6031 -2.0164 -1.8330
Zr 0.1876 -0.1583 -0.4149
P -2.1332 -1.4708 -0.6936
C -3.2643 -1.7939 0.7005
C -3.2603 -0.6739 -1.8989
H -4.1142 -1.3312 -2.1223
H -2.8697 -3.5370 -1.7667
H -2.7054 -0.4780 -2.8273
H -1.1626 -3.1438 -2.1597
H -3.6321 -0.8443 1.1013
H -3.5992 0.2852 -1.4834
C -1.9134 -3.1586 -1.3665
H -4.1270 -2.4009 0.3625
H -1.5352 -3.8350 -0.5940
H -2.7299 -2.3199 1.4985
P 2.3835 1.1823 0.3387
C 2.6879 1.6994 2.0612
C 3.9278 0.2737 -0.0342
H 2.4918 2.5788 -1.6370
H 3.5856 3.1954 -0.3588
H 1.7951 3.4555 -0.2467
C 2.5921 2.7664 -0.5586
H 3.8496 -0.1974 -1.0166
H 4.7889 0.9636 -0.0202
H 3.6818 2.1808 2.1479
H 2.6374 0.8300 2.7249
H 4.0822 -0.5353 0.6862
H 1.9183 2.4131 2.3709
C 0.2668 -1.0555 1.5441
O 0.4169 -1.6888 2.5169
Se -2.4742 3.8702 0.8969
C -1.5564 2.5452 0.2780
N -0.9178 1.6180 -0.1395
*
```



ORCA calculation (the ωB97M-V functional and the def2-TZVPD basis) on C11H12O2 in the gas phase.

The value obtained for the LUMO energy is 0.580 eV. The gap between HOMO and LUMO comes out at 0.302 hartree. The SMILES is CO/C=C1/C=CC=C[C@@H]1C=C=CO. As for the relative energy (zero: lowest compared OMol25 entry of this formula, charge and spin): 408.4 kJ/mol. The HOMO energy is -7.6 eV.

Structure (ORCA input):
```
! wB97M-V def2-TZVPD RIJCOSX def2/J DEFGRID3
* xyz 0 1
C 0.3717 1.2255 -0.5748
C 1.6339 1.4068 -0.3254
C -3.0998 1.3489 0.0684
C -1.8744 1.7894 0.3645
C -3.3677 -0.0521 -0.1409
C -0.6810 0.8928 0.4789
C -2.3861 -0.9570 -0.0008
C -1.0324 -0.5687 0.2993
C 2.0856 -2.1205 -0.2516
C 2.8846 1.6078 -0.0114
C -0.0960 -1.5238 0.3396
O 3.8447 0.6627 0.1915
O 1.2405 -1.3312 0.5593
H -0.0010 1.2043 -1.5928
H -3.9339 2.0335 -0.0006
H -1.6886 2.8381 0.5412
H -4.3702 -0.3511 -0.4075
H -0.2202 1.0355 1.4644
H -2.5733 -2.0119 -0.1501
H 3.0440 -2.2233 0.2595
H 2.2371 -1.6424 -1.2294
H 1.6675 -3.1185 -0.4165
H 3.2755 2.6100 0.1209
H -0.3702 -2.5607 0.1456
H 3.4096 -0.1941 0.2685
*
```



ORCA calculation (the ωB97M-V functional and the def2-TZVPD basis) on a gas-phase ion, C6H7N2O5 (charge -1) in a non-equilibrium geometry.

The value obtained for the LUMO energy is 3.374 eV. The gap between HOMO and LUMO comes out at 0.273 hartree. The SMILES is NCC/C(N=C=O)=C(\O)OC(=O)[O-]. As for the relative energy (zero: lowest compared OMol25 entry of this formula, charge and spin): 90.3 kJ/mol. The HOMO energy is -4.1 eV.

Structure (ORCA input):
```
! wB97M-V def2-TZVPD RIJCOSX def2/J DEFGRID3
* xyz -1 1
C 1.2741 -2.8402 -0.2412
C 0.8894 0.3017 -0.2278
C 3.1317 1.2926 0.2487
C -0.0266 -0.7436 -0.3763
C -1.4434 -0.5109 -0.7430
C -2.3859 -0.2545 0.4068
N 0.3265 -2.0954 -0.3281
N -1.8996 0.8757 1.2528
O 0.3906 1.5494 -0.2905
O 4.0501 1.0492 0.9114
O 2.7582 2.3124 -0.3328
O 1.8637 -3.8706 -0.2350
O 2.1963 0.1800 0.1069
H -1.6782 -1.4171 -1.3571
H -1.4182 0.4200 -1.4264
H -3.4157 0.0946 -0.0151
H -2.3891 -1.2906 0.8848
H -1.0237 1.0707 0.9671
H 1.2588 2.1408 -0.3843
H -2.4589 1.7357 1.1791
*
```



ORCA calculation (the ωB97M-V functional and the def2-TZVPD basis) on a molecular structure, C27H41BrN2OS2SbSc.

The value obtained for the LUMO energy is -0.271 eV. The gap between HOMO and LUMO comes out at 0.302 hartree. As for the relative energy (zero: lowest compared OMol25 entry of this formula, charge and spin): 0.0 kJ/mol. The HOMO energy is -8.5 eV.

Structure (ORCA input):
```
! wB97M-V def2-TZVPD RIJCOSX def2/J DEFGRID3
* xyz 0 1
Sc -1.0773 -2.1337 -1.0583
C 5.1364 -0.2080 3.9017
C 3.7020 -0.6641 4.1677
C 3.7509 -1.9308 5.0333
C 2.9786 0.4501 4.9375
C 2.9429 -0.9637 2.8748
C 1.6209 -1.3878 2.9430
C 0.9463 -1.6502 1.7724
Br -0.8842 -2.1982 1.8390
C 1.5089 -1.5266 0.4988
O 0.7569 -1.7983 -0.5669
C 2.8411 -1.0837 0.4169
C 3.5113 -0.8253 1.6113
C 3.5095 -0.8693 -0.9442
C 4.9561 -0.3938 -0.7948
C 2.7490 0.2120 -1.7301
C 3.5324 -2.1836 -1.7390
H 5.6331 -0.0084 4.8524
H 5.1672 0.7107 3.3126
H 5.7147 -0.9730 3.3799
H 4.2886 -1.7331 5.9630
H 4.2612 -2.7399 4.5078
H 2.7504 -2.2785 5.2945
H 3.5094 0.6746 5.8650
H 1.9588 0.1635 5.1987
H 2.9299 1.3633 4.3411
H 1.1157 -1.5063 3.8923
H 4.5328 -0.4856 1.5485
H 5.0212 0.5614 -0.2697
H 5.3860 -0.2550 -1.7878
H 5.5729 -1.1243 -0.2677
H 2.7489 1.1559 -1.1792
H 1.7179 -0.0805 -1.9182
H 3.2357 0.3827 -2.6928
H 4.0921 -2.9485 -1.1965
H 4.0247 -2.0248 -2.7008
H 2.5297 -2.5592 -1.9266
S -1.4676 -2.6367 -3.3861
C -3.0531 -2.8864 -2.6611
S -3.1665 -3.4027 -0.9844
C -4.1857 -2.6184 -3.3847
C -5.4837 -2.7262 -2.8014
N -6.5270 -2.7761 -2.3178
C -4.1206 -2.1560 -4.7342
N -4.0887 -1.7753 -5.8198
C -1.8789 3.2691 -2.5540
C -1.6950 1.7668 -2.7403
C -2.4028 1.2522 -3.9930
Sb -2.3032 0.5447 -1.0715
C -4.4552 0.5504 -1.0740
C -5.1086 1.8881 -1.3998
C -4.9437 -0.0212 0.2547
C -1.7191 1.6116 0.7144
C -0.2095 1.8453 0.6562
C -2.4849 2.8921 1.0247
H -1.5717 3.7915 -3.4642
H -1.2756 3.6587 -1.7331
H -2.9192 3.5352 -2.3633
H -0.6271 1.5498 -2.8343
H -3.4829 1.4079 -3.9425
H -2.2287 0.1880 -4.1584
H -2.0413 1.7857 -4.8750
H -4.7033 -0.1646 -1.8640
H -4.8521 2.6577 -0.6703
H -6.1956 1.7716 -1.3848
H -4.8338 2.2561 -2.3877
H -4.7101 0.6452 1.0891
H -4.5101 -1.0018 0.4611
H -6.0281 -0.1491 0.2223
H -1.9208 0.8847 1.5072
H 0.0568 2.5339 -0.1501
H 0.3479 0.9181 0.4992
H 0.1447 2.2867 1.5917
H -2.3764 3.6357 0.2343
H -2.1017 3.3380 1.9472
H -3.5498 2.7097 1.1682
*
```



ORCA calculation (the ωB97M-V functional and the def2-TZVPD basis) on a molecular structure, C54H44BrCl2N5O5P2SSc in a non-equilibrium geometry.

The value obtained for the LUMO energy is 2.198 eV. The gap between HOMO and LUMO comes out at 0.252 hartree. As for the relative energy (zero: lowest compared OMol25 entry of this formula, charge and spin): 91.9 kJ/mol. The HOMO energy is -4.7 eV.

Structure (ORCA input):
```
! wB97M-V def2-TZVPD RIJCOSX def2/J DEFGRID3
* xyz -1 1
Sc -0.8969 0.6001 0.7194
N -5.1859 0.9760 -0.4337
C -3.9035 0.4754 -0.4379
S -2.7376 1.2407 -1.4541
N -3.7233 -0.5933 0.2824
N -2.4129 -0.9833 0.4289
C -2.2493 -2.1797 0.8556
C -0.9745 -2.7750 1.2075
C -0.9857 -4.0769 1.7147
C 0.1731 -4.7296 2.0856
C 1.3882 -4.0609 1.9589
C 1.4268 -2.7701 1.4721
C 0.2608 -2.0939 1.0814
O 0.3526 -0.8746 0.5931
H -5.2630 1.9130 -0.7856
H -5.7149 0.7664 0.3984
H -3.1392 -2.7954 0.9832
H -1.9433 -4.5768 1.8195
H 0.1356 -5.7384 2.4769
H 2.3115 -4.5556 2.2388
H 2.3644 -2.2332 1.3831
C 2.6226 1.2499 -3.3456
N 2.2084 0.3309 -2.2652
P 0.4794 -0.0991 -2.1336
C 0.0955 -0.0202 -3.9512
C 0.8002 -0.7924 -4.8765
C 0.4866 -0.7373 -6.2235
C -0.5418 0.0891 -6.6672
C -1.2454 0.8597 -5.7578
C -0.9291 0.8042 -4.4036
C 0.5870 -1.9332 -2.1350
C 1.7699 -2.6552 -2.0789
C 1.7409 -4.0436 -2.0665
C 0.5305 -4.7177 -2.1095
C -0.6557 -3.9994 -2.1826
C -0.6272 -2.6147 -2.1970
P 3.0670 0.4455 -0.7548
C 4.7880 0.5199 -1.4706
C 5.5262 1.6692 -1.7475
C 6.7553 1.5869 -2.3888
C 7.2741 0.3540 -2.7582
C 6.5669 -0.8013 -2.4588
C 5.3416 -0.7142 -1.8140
C 2.8782 2.2033 -0.2256
C 1.9821 3.1029 -0.7914
C 1.9750 4.4349 -0.3988
C 2.8552 4.8794 0.5734
C 3.7152 3.9777 1.1885
C 3.7164 2.6492 0.7981
H 3.2274 0.7094 -4.0801
H 3.2160 2.0762 -2.9691
H 1.7691 1.6732 -3.8686
H 1.5993 -1.4396 -4.5364
H 1.0384 -1.3450 -6.9306
H -0.7936 0.1224 -7.7205
H -2.0468 1.5049 -6.0968
H -1.4916 1.3916 -3.6888
H 2.7115 -2.1244 -2.0424
H 2.6696 -4.6002 -2.0139
H 0.5114 -5.8004 -2.0780
H -1.6050 -4.5211 -2.2127
H -1.5504 -2.0452 -2.2480
H 5.1429 2.6418 -1.4667
H 7.3050 2.4947 -2.6074
H 8.2268 0.2953 -3.2703
H 6.9722 -1.7703 -2.7243
H 4.7999 -1.6221 -1.5694
H 1.2715 2.7732 -1.5368
H 1.2791 5.1272 -0.8564
H 2.8623 5.9215 0.8659
H 4.3890 4.3140 1.9670
H 4.3884 1.9417 1.2749
Br 0.1863 1.3283 9.3452
C 0.0066 1.0844 7.4657
C -1.0461 1.6891 6.8037
C -1.1546 1.5241 5.4299
C -0.2139 0.7740 4.7371
C 0.8268 0.1621 5.4224
C 0.9429 0.3142 6.7965
C -0.3540 0.6171 3.2460
O 0.2751 1.3944 2.4719
O -1.1270 -0.2679 2.8305
H -1.7617 2.2903 7.3480
H -1.9748 1.9832 4.8897
H 1.5512 -0.4309 4.8771
H 1.7565 -0.1507 7.3367
Cl -2.4463 5.8939 4.8167
C -0.8051 5.5900 5.2922
C -0.4574 5.8900 6.5970
C 0.8145 5.6008 7.0621
C 1.7317 5.0127 6.2114
C 1.3798 4.7299 4.9044
Cl 2.5842 4.0807 3.8448
C 0.1022 4.9996 4.3893
N -0.2606 4.6598 3.0915
C -0.7222 5.6558 2.1873
C -0.1201 6.9139 2.2218
C -0.4906 7.9155 1.3428
C -1.4539 7.6563 0.3825
C -2.0651 6.4125 0.3560
C -1.7415 5.4063 1.2634
C -2.5929 4.1653 1.2841
C -1.9152 2.8245 1.1257
O -2.4498 1.8230 1.6720
O -0.8797 2.7066 0.4153
H -1.2011 6.3276 7.2490
H 1.0851 5.8254 8.0851
H 2.7313 4.7785 6.5515
H 0.2392 3.8856 2.6665
H 0.6578 7.0941 2.9549
H -0.0115 8.8860 1.3939
H -1.7383 8.4204 -0.3304
H -2.8389 6.2135 -0.3763
H -3.3006 4.2200 0.4534
H -3.1623 4.1128 2.2149
*
```



ORCA calculation (the ωB97M-V functional and the def2-TZVPD basis) on 2 unconnected molecules or ions with the total composition C2H4N2O2 in a non-equilibrium geometry.

The value obtained for the LUMO energy (spin up / spin down) is -0.814 / -0.583 eV. The gap between HOMO and LUMO (spin up / spin down) comes out at 0.333 / 0.334 hartree. As for the relative energy (zero: lowest compared OMol25 entry of this formula, charge and spin): 786.6 kJ/mol. The HOMO energy (spin up / spin down) is -9.9 / -9.7 eV.

Structure (ORCA input):
```
! wB97M-V def2-TZVPD RIJCOSX def2/J DEFGRID3
* xyz 0 1
C 0.3866 -0.2241 -0.2766
C -0.0812 0.7957 -1.2534
N -0.4228 0.8249 0.1322
N -3.2839 -0.0710 0.2185
O -3.7138 -0.3416 1.2929
O -3.6171 0.0556 -0.8736
H 0.0790 -1.2943 -0.3853
H 1.5113 -0.1143 0.1081
H 0.5254 1.7001 -1.5929
H -0.8740 0.5762 -1.9848
*
```



ORCA calculation (the ωB97M-V functional and the def2-TZVPD basis) on 2 unconnected molecules or ions with the total composition C4H9N2O in a non-equilibrium geometry.

The value obtained for the LUMO energy is -5.137 eV. The gap between HOMO and LUMO comes out at 0.316 hartree. As for the relative energy (zero: lowest compared OMol25 entry of this formula, charge and spin): 393.8 kJ/mol. The HOMO energy is -13.7 eV.

Structure (ORCA input):
```
! wB97M-V def2-TZVPD RIJCOSX def2/J DEFGRID3
* xyz 1 1
C 0.0228 -0.9597 1.5925
C 1.3476 -0.2287 -0.3820
C -1.2594 1.7471 -0.1687
C 0.2043 -0.9339 0.2584
N -2.3918 0.1082 1.1953
N -1.6288 0.6603 0.5821
O -1.0450 -1.4697 2.1817
H 0.6654 -0.4134 2.2748
H 1.0217 0.3965 -1.2151
H 1.8942 0.3820 0.3352
H 2.0407 -0.9531 -0.8088
H -0.3162 2.1562 0.2005
H -2.0499 2.5056 -0.1139
H -1.1283 1.4385 -1.2109
H -0.4249 -1.5361 -0.3893
H -1.5154 -2.1326 1.6494
*
```



Electronic energy (Ha)
-309.61927; -4026.73326; -576.70022; -718.61318; -5609.64129; -8070.56698; -338.35358; -342.20729